# 1
DFT (ωB97M-V/def2-TZVPD) results for a structure of composition C29H34CoN4 in a non-equilibrium geometry.

The multiplicity is 2. The total energy comes out at -2726.8322 hartree. The orbital gap (alpha / beta) is 8.29 / 8.89 eV. As for the net charge: +2. Its expectation value of S² is 0.893. As for the HOMO energy (alpha / beta): -14.3 / -14.8 eV.

```
68
Properties=species:S:1:pos:R:3:nbo_charge:R:1
Co -0.293 -0.534 0.313 1.1810
N 0.378 -2.453 -0.322 -0.5077
N -1.081 -1.300 2.033 -0.5242
N 1.533 -0.787 1.353 -0.4694
N -0.545 1.389 1.024 -0.5225
C 2.023 2.916 -2.510 -0.6101
C 2.399 -3.404 -1.148 -0.2294
C -0.221 -0.119 -1.946 -0.3433
C -2.798 -1.642 3.649 -0.2211
C -1.846 -2.004 4.591 -0.1122
C 2.439 -1.378 0.361 -0.2639
C -1.777 1.855 1.266 0.0656
C -2.124 1.877 -1.752 -0.1717
C 1.884 1.663 0.990 -0.4648
C 0.306 3.581 1.364 -0.1898
C 1.717 -2.456 -0.405 0.2124
C 1.676 -4.387 -1.806 -0.1068
C 1.598 1.132 -4.228 -0.5949
C 2.080 0.462 1.914 -0.2174
C 0.159 1.204 -2.206 0.1433
C -3.955 0.224 -1.220 -0.6503
C -2.036 3.178 1.552 -0.2381
C -0.161 -1.665 2.933 0.2113
C -2.371 -1.290 2.385 0.0478
C 1.550 1.482 -2.731 -0.2742
C -0.314 -3.425 -0.925 0.0524
C -0.973 4.068 1.574 -0.1236
C 0.496 2.230 1.109 0.2307
C -2.518 0.566 -1.492 0.0257
C -1.548 -0.438 -1.575 -0.3374
C 0.294 -4.413 -1.673 -0.2208
C 1.258 -1.759 2.434 -0.2597
C -0.816 2.192 -2.087 -0.2150
C -0.508 -2.012 4.227 -0.2216
H 1.456 3.618 -3.122 0.2210
H 1.559 0.660 2.852 0.2245
H -2.142 -2.275 5.595 0.2512
H -4.501 0.178 -2.165 0.2597
H -0.298 -5.187 -2.141 0.2555
H -0.564 3.224 -2.295 0.2397
H -3.048 3.504 1.746 0.2500
H -1.388 -3.410 -0.791 0.2173
H 3.330 -1.799 0.843 0.2275
H -2.582 1.134 1.235 0.2090
H 2.778 -0.601 -0.326 0.2369
H 1.938 3.225 -1.465 0.1986
H 2.091 1.405 -0.052 0.2341
H 1.284 0.104 -4.413 0.2097
H -2.867 2.664 -1.706 0.2365
H 3.068 3.007 -2.806 0.2378
H -3.080 -0.994 1.621 0.2064
H 0.254 -2.293 4.941 0.2455
H 1.390 -2.768 2.041 0.2399
H 0.460 -0.906 -2.249 0.2408
H 0.940 1.797 -4.789 0.2210
H 2.241 0.805 -2.213 0.1916
H 2.185 -5.134 -2.400 0.2529
H 1.164 4.237 1.421 0.2373
H -4.447 0.980 -0.608 0.2314
H 3.479 -3.379 -1.205 0.2485
H 3.142 0.330 2.144 0.2185
H 1.967 -1.639 3.256 0.2313
H -3.852 -1.630 3.889 0.2514
H -1.136 5.118 1.777 0.2498
H -4.054 -0.750 -0.741 0.2172
H -1.882 -1.470 -1.583 0.2400
H 2.612 1.255 -4.609 0.2314
H 2.599 2.433 1.273 0.2555
```


# 2
DFT (ωB97M-V/def2-TZVPD) results for a structure of composition C29H34CrF6N9O7S2.

The multiplicity is 5. The total energy comes out at -4584.9260 hartree. The orbital gap (alpha / beta) is 9.06 / 9.04 eV. As for the net charge: +1. For the energy relative to the best compared isomer or geometry (same formula, charge and spin), the calculation gives 59.05 kJ/mol. Its expectation value of S² is 6.010. As for the HOMO energy (alpha / beta): -11.3 / -11.5 eV.

```
88
Properties=species:S:1:pos:R:3:mulliken_spin:R:1
Cr -0.157 -0.736 0.208 4.0013
S -4.346 -1.853 -0.445 0.0035
S -2.910 0.224 -1.581 -0.0489
F -6.539 -2.795 0.532 0.0000
F -6.609 -0.669 0.124 0.0000
F -4.377 1.941 -0.241 0.0001
F -6.734 -2.090 -1.506 0.0000
F -2.360 2.609 -0.655 0.0023
F -2.713 1.152 0.899 0.0074
O 0.227 3.479 -3.367 0.0002
O 6.781 -1.835 2.163 0.0000
O -1.681 -0.471 -1.146 -0.0380
O -3.876 -1.537 0.882 0.0045
O -1.021 -1.048 2.335 0.0068
O -3.996 -3.134 -0.989 -0.0009
O -2.827 0.910 -2.820 -0.0006
N 4.123 -1.516 1.413 0.0013
N 1.908 4.850 -2.718 -0.0002
N 1.783 -1.217 0.721 -0.0572
N 3.882 1.417 -0.002 0.0024
N -1.120 -4.099 -1.010 0.0145
N 0.367 1.284 0.097 -0.1717
N -4.164 -0.680 -1.496 0.0018
N -2.157 -2.978 2.761 -0.0016
N -1.003 -2.610 0.727 0.0366
C 0.774 6.480 -4.211 0.0000
C 1.900 5.472 -4.048 0.0000
C 4.609 -0.926 2.672 0.0011
C 4.287 2.411 0.413 0.0004
C 3.073 5.088 -1.877 0.0018
C 0.866 3.269 -1.129 0.0002
C 5.892 4.252 0.303 0.0001
C -1.451 -3.760 0.242 0.0000
C 4.142 4.294 1.978 -0.0001
C -2.673 -2.417 4.008 0.0021
C 0.358 1.994 1.234 0.0513
C 6.302 -2.495 1.007 0.0005
C 3.155 6.511 -1.347 -0.0001
C 6.354 5.473 0.763 0.0000
C 0.845 4.000 0.048 0.0053
C 0.600 1.911 -1.057 0.0300
C 4.612 5.517 2.428 -0.0001
C 5.714 6.105 1.822 0.0000
C 5.159 -1.719 0.380 0.0010
C 0.581 3.354 1.248 -0.0089
C -1.385 -2.173 1.970 -0.0094
C 2.886 -1.329 1.046 0.1563
C 0.996 3.870 -2.507 -0.0012
C 4.784 3.665 0.913 0.0004
C -6.184 -1.842 -0.329 0.0000
C -3.112 1.564 -0.306 0.0174
C 5.781 -1.758 3.158 0.0002
C -2.251 -4.617 1.050 -0.0007
C -2.589 -4.174 2.278 0.0035
H -3.401 -1.638 3.782 -0.0002
H -0.192 5.994 -4.080 0.0000
H 5.438 -2.765 3.427 0.0000
H 0.553 1.323 -1.965 -0.0064
H 3.287 3.823 2.443 0.0001
H 0.136 1.443 2.141 -0.0119
H 3.064 4.374 -1.057 -0.0016
H 6.234 -1.295 4.033 0.0001
H -2.623 -5.554 0.671 -0.0002
H -0.776 -3.372 -1.616 0.0066
H 5.971 -3.509 1.262 -0.0001
H 7.134 -2.560 0.309 0.0001
H -1.855 -1.989 4.579 0.0002
H 0.865 7.288 -3.483 0.0000
H 3.797 -0.922 3.397 -0.0017
H 6.078 7.060 2.177 0.0000
H 3.968 4.862 -2.465 -0.0001
H 0.802 6.915 -5.210 0.0000
H 6.381 3.750 -0.521 0.0000
H 4.046 6.632 -0.730 -0.0001
H 4.724 -2.270 -0.452 -0.0016
H -3.231 -4.740 2.938 0.0000
H -1.655 -4.825 -1.458 0.0001
H 2.280 6.761 -0.744 0.0001
H 0.528 3.900 2.179 -0.0003
H 4.930 0.102 2.481 0.0011
H 2.868 5.955 -4.178 0.0000
H 1.812 4.685 -4.798 0.0000
H 4.120 6.010 3.255 0.0000
H 5.501 -0.744 0.028 0.0006
H -3.144 -3.213 4.577 -0.0001
H 3.209 7.232 -2.164 0.0000
H 1.008 5.070 0.028 0.0011
H 7.215 5.932 0.297 0.0000
```